(1)
DFT (ωB97M-V with the def2-TZVPD basis set) results for a cluster of 11 separate species, C2H26O10S in total.

Last column: Löwdin charge in e.
Cartesian coordinates (Å):
C 0.35385 2.79008 -1.27491  -0.19
C -0.26666 2.31016 0.01001  -0.60
S -2.04896 2.78641 0.13942  0.69
H -0.19360 2.43401 -2.16987  0.06
H 1.39197 2.49096 -1.37852  0.05
H 0.34841 3.87925 -1.40675  0.08
H -0.22550 1.16493 0.08715  0.06
H 0.21522 2.74351 0.88553  0.06
H -2.50760 2.38267 -1.03750  -0.17
H -2.20787 0.11441 -2.26619  -0.01
H -1.02920 0.54931 -3.12673  0.02
O -1.93387 0.81746 -2.87138  -0.10
H 0.74838 0.22316 -1.66301  0.00
H -0.45719 -0.79976 -1.69531  0.03
O 0.36472 -0.47817 -2.16884  -0.07
H -0.76615 -4.30853 -0.55691  0.09
H -0.32113 -3.15844 0.39551  -0.02
O -1.07037 -3.51219 -0.06674  -0.05
H 1.49601 -2.22107 0.45333  0.05
H 1.18239 -1.45293 1.80208  0.04
O 0.87539 -2.20560 1.28533  -0.10
H 2.61454 -1.11300 -0.71785  0.04
H 1.54496 -1.71741 -1.58263  -0.01
O 2.18775 -1.98813 -0.95167  -0.06
H -1.12144 0.11527 2.66737  0.02
H -1.30258 1.60179 3.06810  0.03
O -0.75031 0.85707 3.21645  -0.06
H 0.86550 0.83920 2.73503  0.01
H 2.29545 0.59326 3.06748  0.03
O 1.75787 0.76252 2.34190  -0.03
H -1.93195 -0.98076 -0.08585  0.04
H -1.81477 -2.11965 -1.10466  0.02
O -1.98102 -1.18488 -1.06043  -0.07
H -0.67981 -1.59434 1.41269  0.04
H -2.19658 -1.79805 1.91398  0.12
O -1.55878 -1.11924 1.58529  -0.08
H 3.27683 1.10079 -0.32979  0.06
H 2.30854 0.64292 0.67093  -0.02
O 2.53755 0.55299 -0.22204  0.00

Force components x, y, z for each atom (eV/Å):
-0.109 0.528 -1.281
-0.879 -1.501 -0.321
0.462 0.310 0.851
0.198 -0.102 0.622
0.162 -0.214 0.115
-0.125 -0.091 0.483
0.100 1.636 -0.004
-0.060 -0.102 0.034
0.221 -0.323 -0.471
-0.047 0.016 -0.092
-0.640 0.131 0.180
0.212 0.316 -0.502
0.304 0.758 0.668
0.644 0.632 -0.221
-0.632 -1.277 -0.593
-0.226 0.844 0.647
0.927 0.092 0.460
-0.791 -1.581 -1.271
-0.766 0.190 0.507
0.256 0.128 0.159
0.748 0.004 -0.550
-0.459 -0.971 -0.305
-1.327 0.537 -1.258
2.119 -0.069 1.656
-0.004 0.616 0.327
-0.793 1.032 -0.296
0.667 -1.506 0.068
-0.624 0.318 -0.134
1.807 -0.432 1.965
-1.140 0.057 -1.683
-0.172 -0.180 -0.861
0.010 -1.078 0.187
-0.189 1.106 0.677
-0.936 0.345 0.275
0.828 0.668 -0.377
0.045 -1.107 0.382
1.692 1.239 -0.482
-0.948 0.232 2.713
-0.537 -1.204 -2.270

For the HOMO energy, the calculation gives -8.84 eV. The value obtained for the LUMO energy is 0.1 eV. The energy above the lowest of the compared OMol25 structures with the same formula, charge and spin is 0.0 kJ/mol. The SMILES is CCS.O.O.O.O.O.O.O.O.O.O. For the total energy, the calculation gives -33807.8319 eV. The frontier orbital gap comes out at 8.94 eV.

---

(2)
DFT (ωB97M-V with the def2-TZVPD basis set) results for a structure of composition C2H3BrClF.

Last column: Löwdin charge in e.
Cartesian coordinates (Å):
C 0.11497 -0.78622 -0.50459  -0.18
C 1.36723 0.38291 0.48933  -0.98
F -0.84476 -1.34764 0.26419  -0.03
Cl 0.95006 2.04959 0.20824  0.53
Br 3.07187 -0.18810 -0.45771  0.54
H 0.74858 -1.57038 -0.96311  0.06
H -0.19030 -0.24059 -1.34360  0.06
H 1.26464 0.20326 1.54206  0.01

Force components x, y, z for each atom (eV/Å):
3.740 0.109 1.923
-2.112 -2.521 -3.516
-0.044 0.599 -0.083
0.154 -0.026 -0.112
-1.072 0.679 1.201
-0.013 0.173 0.959
-1.274 1.524 -0.660
0.622 -0.537 0.288

For the HOMO energy, the calculation gives -10.12 eV. The value obtained for the LUMO energy is 0.3 eV. The energy above the lowest of the compared OMol25 structures with the same formula, charge and spin is 178.2 kJ/mol. For the total energy, the calculation gives -87403.0348 eV. The frontier orbital gap comes out at 10.44 eV.

---

(3)
DFT (ωB97M-V with the def2-TZVPD basis set) results for a cluster of 8 separate species, C16H48O8 in total.

Last column: Löwdin charge in e.
Cartesian coordinates (Å):
C -1.80560 3.04518 -0.99852  -0.08
C -0.30639 3.10228 -0.89768  -0.31
O 0.22500 2.26525 -1.91992  -0.08
H -2.30478 2.13953 -0.66790  0.06
H -2.13875 3.31033 -2.00603  0.09
H -2.23681 3.89723 -0.45676  0.06
H 0.02025 2.75531 0.09259  0.09
H 0.05748 4.12546 -1.04015  0.12
H 1.14222 2.44985 -2.14066  0.08
C -3.55512 0.09602 -3.06509  -0.10
C -4.21730 -1.24027 -2.90785  -0.33
O -3.76204 -1.81381 -1.69670  -0.08
H -2.47904 0.05158 -2.91549  0.05
H -3.96434 0.80066 -2.33219  0.07
H -3.76327 0.53241 -4.04849  0.08
H -3.93355 -1.88644 -3.75218  0.10
H -5.29447 -1.13820 -3.09583  0.12
H -4.41977 -1.64790 -1.01314  0.09
C -1.41002 -0.47683 0.08649  -0.09
C -0.30578 -0.02664 1.03862  -0.26
O 0.92206 -0.16191 0.32026  -0.10
H -2.43416 -0.18740 0.36258  0.07
H -1.45170 -1.54611 -0.10643  0.07
H -1.36454 0.03821 -0.87797  0.05
H -0.39392 -0.68775 1.89743  0.11
H -0.46813 1.01212 1.32940  0.09
H 0.90479 0.44859 -0.42833  0.07
C -1.99286 3.96072 2.76173  -0.09
C -2.49811 5.29100 2.19477  -0.32
O -2.25240 6.34257 3.12598  -0.09
H -0.90181 3.93255 2.81179  0.07
H -2.36186 3.06190 2.27000  0.06
H -2.37374 3.94941 3.78516  0.08
H -3.59309 5.27134 2.12892  0.11
H -2.15112 5.55169 1.18817  0.09
H -1.41304 6.17168 3.56825  0.08
C 3.93086 -2.30589 0.14092  -0.09
C 2.68867 -3.12755 -0.15115  -0.28
O 1.68137 -2.84097 0.85680  -0.12
H 4.40447 -2.53255 1.09457  0.08
H 3.68895 -1.24348 0.22380  0.05
H 4.60744 -2.46726 -0.70575  0.08
H 2.92748 -4.18627 -0.04732  0.11
H 2.19668 -2.89650 -1.09948  0.10
H 1.43661 -1.92175 0.64043  0.02
C -0.89804 -2.52626 -3.43575  -0.08
C -1.38687 -3.88012 -3.92253  -0.32
O -1.03838 -4.10695 -5.28374  -0.08
H 0.19281 -2.47573 -3.46784  0.07
H -1.16199 -2.53887 -2.37403  0.07
H -1.26696 -1.70800 -4.04876  0.07
H -2.46646 -3.99162 -3.74337  0.10
H -0.99843 -4.72334 -3.34648  0.11
H -1.61173 -3.61279 -5.87344  0.08
C 4.54103 1.65611 0.57303  -0.08
C 4.04592 2.67605 -0.44427  -0.33
O 5.07335 3.03776 -1.36442  -0.08
H 5.20901 2.16906 1.27012  0.07
H 4.98048 0.84003 0.01272  0.07
H 3.67850 1.41259 1.20015  0.07
H 3.65098 3.61232 -0.03448  0.11
H 3.20687 2.22940 -0.98596  0.09
H 5.85377 3.30820 -0.87454  0.08
C 0.72254 -3.24341 5.51217  -0.09
C 1.67396 -3.12688 4.32173  -0.32
O 2.08363 -4.42549 3.89537  -0.09
H 1.15697 -3.86711 6.29005  0.07
H -0.24464 -3.64365 5.21378  0.07
H 0.58471 -2.22120 5.88254  0.07
H 2.59885 -2.58542 4.50939  0.11
H 1.16947 -2.62574 3.48791  0.09
H 1.36381 -4.90629 3.48298  0.08

Force components x, y, z for each atom (eV/Å):
-0.813 1.462 -0.229
0.305 -0.141 -0.040
-0.010 -0.718 -0.136
0.290 -0.175 -0.016
0.254 -0.532 -0.207
0.144 -0.313 0.463
0.070 0.115 -0.085
-0.147 -0.024 0.087
-0.006 0.311 0.233
-0.311 1.002 -0.242
0.537 0.046 -1.275
-0.846 -0.449 0.158
0.028 -0.144 -0.055
0.102 -0.039 0.024
0.094 -0.081 0.027
0.349 -0.136 0.405
-0.095 -0.132 0.943
0.097 -0.058 -0.005
-1.222 0.653 -0.508
-1.277 -0.247 -1.517
0.491 0.028 0.864
0.203 -0.128 0.683
0.351 -0.047 0.098
0.591 -0.158 -0.070
0.918 0.099 0.207
0.092 -0.011 0.262
-0.220 -0.084 -0.047
-0.175 0.534 0.204
-0.738 -0.171 0.284
0.327 0.014 -0.126
0.007 -0.041 -0.109
0.020 0.131 -0.264
0.095 -0.245 0.047
0.145 -0.204 -0.108
0.375 -0.114 0.180
-0.035 0.091 -0.112
-0.076 0.278 -0.712
-0.763 0.334 1.692
0.264 0.097 -0.511
-0.025 -0.521 -0.099
-0.105 0.006 -0.349
0.323 0.229 0.311
-0.183 -0.023 -0.304
0.608 -0.192 -0.325
-0.085 -0.282 0.300
0.568 -1.184 0.583
-0.372 0.046 -0.347
0.084 -0.457 -0.032
0.006 -0.109 -0.157
-0.242 0.905 -0.119
-0.393 0.112 0.337
-0.047 0.322 -0.332
0.535 0.249 -0.079
-0.108 0.120 0.143
-0.869 1.587 0.316
0.245 0.255 -0.100
-0.334 -0.283 -0.467
0.496 -0.368 -0.226
0.082 -0.308 0.425
0.104 -0.695 -0.185
-0.035 -0.221 0.537
0.298 0.014 -0.428
-0.025 -0.001 0.144
0.649 0.919 -0.225
-0.733 -0.991 -0.537
0.604 -0.063 0.092
-0.011 0.018 0.066
-0.004 -0.060 -0.049
-0.251 -0.196 0.281
-0.074 0.017 0.361
0.087 0.120 0.054
-0.207 0.231 -0.077

For the HOMO energy, the calculation gives -9.60 eV. The value obtained for the LUMO energy is 0.4 eV. The energy above the lowest of the compared OMol25 structures with the same formula, charge and spin is 292.9 kJ/mol. The SMILES is CCO.CCO.CCO.CCO.CCO.CCO.CCO.CCO. For the total energy, the calculation gives -33747.4652 eV. The frontier orbital gap comes out at 10.02 eV.

---

(4)
DFT (ωB97M-V with the def2-TZVPD basis set) results for a cluster of 2 separate species, C4H10N2O in total.

Last column: Löwdin charge in e.
Cartesian coordinates (Å):
C -0.39547 1.62828 0.57141  -0.11
C 1.81755 -1.25633 -0.52926  -0.14
N -0.12665 1.94897 -0.72036  -0.09
N -0.83685 1.42841 -1.68503  0.04
C -0.11055 -0.50913 0.97485  -0.21
C -1.28356 -1.15172 1.16579  0.00
O 0.60567 -0.56273 -0.41176  -0.28
H -1.30339 0.53879 -1.50380  0.10
H -0.95004 1.83572 -2.60058  0.11
H 0.33767 1.84759 1.34749  0.07
H -1.31079 2.11267 0.91042  0.08
H 0.68008 -0.78332 1.67142  0.10
H 2.28978 -0.91396 -1.45422  0.09
H 1.62410 -2.33331 -0.60335  0.08
H 2.51861 -1.05365 0.29137  0.08
H -1.35599 -1.97100 1.86166  0.05
H -2.20017 -0.80529 0.71396  0.05

Force components x, y, z for each atom (eV/Å):
-0.137 -0.037 0.419
-0.226 -0.299 0.424
1.783 0.719 0.008
-1.566 -1.043 0.748
2.955 -0.468 -2.547
-1.396 -0.004 -0.014
-1.700 1.095 1.144
-0.020 0.412 -0.123
0.681 0.271 0.330
0.532 0.425 -0.800
-0.886 -1.199 -0.046
0.110 0.395 0.158
-0.115 -0.024 0.066
0.272 -0.045 0.082
-0.118 -0.052 0.038
-0.114 0.307 0.674
-0.054 -0.454 -0.564

For the HOMO energy (alpha / beta), the calculation gives -7.42 / -7.38 eV. The value obtained for the LUMO energy (alpha / beta) is -0.4 / 0.4 eV. The energy above the lowest of the compared OMol25 structures with the same formula, charge and spin is 779.0 kJ/mol. The SMILES is C=COC.C=NN. For the total energy, the calculation gives -9330.9135 eV. The frontier orbital gap (alpha / beta) comes out at 7.01 / 7.74 eV.

---

(5)
DFT (ωB97M-V with the def2-TZVPD basis set) results for the ion C10H25P2 with charge +1.

Last column: Löwdin charge in e.
Cartesian coordinates (Å):
C -3.07318 3.22949 -3.63175  -0.22
C 0.80569 -3.11970 -0.94461  -0.11
C 3.33785 -1.86777 1.70678  -0.12
C 0.42870 0.77170 3.12238  -0.13
C -3.01457 2.13250 -2.49716  -0.57
C -0.97228 1.16293 -0.50837  -0.45
C 0.24083 -2.38833 0.23974  -0.33
C 2.69795 -0.72803 0.84641  -0.31
C 0.00686 -0.44039 2.34956  -0.28
C 0.44231 0.54228 -0.52135  -0.39
P -1.27226 1.84548 -2.26841  0.87
P 0.85473 -0.73588 0.69846  0.99
H -2.37139 4.11390 -3.41095  0.06
H -2.70318 2.67240 -4.58367  0.10
H -4.10533 3.65428 -3.52580  0.08
H 1.90049 -3.29251 -0.84838  0.09
H 0.23057 -4.11481 -1.11128  0.13
H 0.68626 -2.51845 -1.73491  0.02
H 3.61678 -2.80366 1.16750  0.09
H 4.18266 -1.45803 2.27127  0.08
H 2.77160 -2.28423 2.52633  0.06
H 1.41999 0.65155 3.46440  0.06
H 0.38433 1.77265 2.69799  0.09
H -0.11122 0.78761 4.06134  0.09
H -3.70867 1.24352 -2.90818  0.12
H -3.47326 2.54131 -1.52732  0.09
H -0.86104 1.91349 0.33347  0.09
H -1.85502 0.42369 -0.53393  0.09
H 0.18934 -3.05835 1.08420  0.09
H -0.79450 -1.97300 0.08856  0.10
H 3.11773 -0.69204 -0.21708  0.12
H 2.84666 0.28611 1.31515  0.09
H -0.92218 -0.11185 1.89484  0.07
H 0.08252 -1.35204 2.89731  0.09
H 0.59251 0.05217 -1.45602  0.05
H 1.17239 1.38747 -0.37389  0.12
H -0.94123 3.26029 -2.04647  -0.02

Force components x, y, z for each atom (eV/Å):
0.752 -0.065 0.515
0.261 -2.991 2.034
0.320 -0.177 -0.098
0.499 0.205 1.128
-2.901 0.149 0.247
-0.370 0.063 -0.214
-1.287 1.321 0.284
-0.266 0.344 -0.336
0.629 1.611 -2.914
-0.223 0.443 0.806
1.838 0.577 0.344
1.609 -0.818 1.553
-0.902 -1.416 -0.382
-1.265 1.541 1.231
0.841 -0.537 -1.212
-0.777 -0.215 0.125
1.171 1.725 0.268
-0.463 1.887 -3.508
0.086 1.108 -0.092
0.251 -0.157 -0.648
-1.068 0.306 0.189
1.475 -0.053 0.305
-0.381 -0.251 -0.542
-0.511 0.147 0.062
1.916 1.677 1.227
0.370 -0.618 -1.429
-1.422 -0.796 -0.914
1.390 0.881 1.041
0.042 0.245 0.667
0.203 -1.205 -0.264
-0.470 -0.016 1.473
0.313 -0.933 -0.452
-1.080 -1.067 0.453
-0.577 -0.567 0.369
0.563 -0.232 -0.980
-0.439 -0.997 -0.350
-0.126 -1.120 0.015

For the HOMO energy, the calculation gives -11.78 eV. The value obtained for the LUMO energy is -2.4 eV. The energy above the lowest of the compared OMol25 structures with the same formula, charge and spin is 0.0 kJ/mol. For the total energy, the calculation gives -29345.1646 eV. As for the charge: +1. The frontier orbital gap comes out at 9.40 eV.

---

(6)
DFT (ωB97M-V with the def2-TZVPD basis set) results for a structure of composition BrNaPt.

Last column: Löwdin charge in e.
Cartesian coordinates (Å):
Na -2.17501 -0.37579 -0.84235  0.74
Pt 1.82190 -0.53242 1.24939  0.81
Br 0.35310 0.90821 -0.40704  0.45

Force components x, y, z for each atom (eV/Å):
-0.688 -0.210 -0.208
-0.892 1.116 -1.161
1.580 -0.906 1.369

For the HOMO energy (alpha / beta), the calculation gives -21.00 / -20.66 eV. The value obtained for the LUMO energy (alpha / beta) is -11.5 / -14.0 eV. The energy above the lowest of the compared OMol25 structures with the same formula, charge and spin is 30.4 kJ/mol. For the total energy, the calculation gives -77684.0157 eV. As for the multiplicity: 3. As for the charge: +2. As for the expectation value of S²: 2.01. The frontier orbital gap (alpha / beta) comes out at 9.54 / 6.67 eV.